40
Properties=species:S:1:pos:R:3 method="wB97M-V/def2-TZVPD" e_lumo_ev=0.2 smiles="CC(=O)N(C(C)=O)[C@H](c1ccccc1)c1ccc(C(F)(F)F)cc1" relative_energy_kcal_mol=54.9 e_homo_ev=-9.2 homo_lumo_gap_ev=9.4468 energy_ha=-1200.32262 charge=0 spin_multiplicity=1
F -1.537 3.162 4.733
F -3.458 2.395 3.974
F -2.520 4.147 3.030
O -1.170 -0.442 -3.032
O 1.663 -1.066 -3.032
N 0.478 0.284 -1.576
C -1.477 2.045 2.642
C -0.244 1.797 0.593
C 0.092 -3.943 0.843
C -2.242 2.928 3.597
C 1.409 0.043 -2.634
C 1.906 -2.462 -0.641
C -0.178 -2.605 0.508
C 2.168 -3.810 -0.358
C 1.262 -4.560 0.396
C 0.691 -0.276 -0.287
C -0.537 -0.099 2.039
C -0.106 0.431 0.812
C 0.753 -1.820 -0.181
C -0.805 0.435 -2.244
C -1.260 0.699 2.936
C -1.672 1.674 -2.104
C -0.931 2.604 1.501
C 2.089 1.260 -3.237
H -0.285 -1.117 2.368
H -2.324 1.645 -1.220
H -1.087 -2.169 0.934
H -1.094 2.601 -2.117
H 1.726 -0.004 0.021
H 1.436 -5.626 0.563
H -0.619 -4.514 1.444
H 3.081 -4.256 -0.751
H -1.069 3.654 1.271
H 3.132 1.304 -2.868
H 1.595 2.227 -3.079
H 2.156 1.060 -4.314
H -2.320 1.719 -2.992
H 2.676 -1.876 -1.139
H 0.270 2.267 -0.248
H -1.650 0.263 3.850